Entry from the OMol25 dataset: a molecular structure, C25H26AlBeBr2Cl4O12P at a distorted geometry (ωB97M-V/def2-TZVPD).

```
72
Properties=species:S:1:pos:R:3
Be 0.856 1.809 5.150
Cl -2.061 -5.898 3.004
O 1.504 3.253 3.560
H -2.518 2.821 -2.580
C -1.835 3.647 3.187
O -1.400 -3.306 -2.034
O 4.111 4.835 0.883
O 5.389 -2.450 -0.829
H -1.750 5.493 -2.547
C 3.219 -3.354 -0.755
H 1.219 4.873 1.430
H -1.708 -1.302 -0.537
C -2.472 3.902 1.925
C 4.552 -3.125 -1.378
O -2.696 5.531 -2.349
C 1.461 5.346 2.386
Al -1.730 7.281 1.729
H -2.521 -3.946 -4.557
O -1.538 0.168 2.947
C -0.931 -4.191 -3.055
H -0.949 2.339 4.411
C -2.502 3.406 -0.514
H 2.051 6.240 2.169
H 4.714 4.347 0.311
C -2.218 -4.611 -3.743
C 4.808 -3.757 -2.699
H 0.516 5.685 2.856
H -0.408 -5.031 -2.592
Cl -0.464 -5.490 0.618
H 4.046 -4.965 -4.263
H 0.544 -0.699 -1.236
H 1.321 -4.275 -0.927
H -1.292 -1.034 1.169
C -1.580 1.282 2.494
H -2.705 -4.916 0.990
H 3.984 5.673 0.427
O -1.543 5.847 -0.031
H -1.726 4.450 3.892
H 5.782 -3.581 -3.137
Cl -1.750 0.169 -2.614
C 2.557 -4.722 -2.678
C 0.272 -0.606 -0.195
O -3.188 4.902 1.864
O 1.703 -5.399 -3.228
C -1.860 1.665 1.067
C 2.298 -4.095 -1.362
C 2.279 4.387 3.311
O -3.179 -4.503 -2.687
C -1.245 -0.629 0.170
P -2.952 5.158 -0.777
C -1.959 1.255 -1.260
C -2.094 -5.768 1.257
Cl -2.820 -7.214 0.539
C -2.268 2.962 0.783
H -2.151 -5.727 -4.175
C -2.690 -3.609 -1.756
H 1.538 0.828 -0.301
C -1.405 2.435 3.441
C -2.354 2.524 -1.560
H 3.047 -2.888 0.207
C -1.701 0.782 0.029
C 3.880 -4.497 -3.301
Br -3.240 -6.764 -3.477
H -0.246 -3.680 -3.726
H 3.235 4.246 2.792
H -0.807 5.285 -0.313
O -3.311 -3.186 -0.854
Br 1.947 -0.309 6.315
C 1.120 0.443 0.689
H 2.128 0.382 1.116
O 1.102 -1.127 0.725
H 2.583 5.001 4.176
```

Charge   +2
HOMO level   -12.77 eV

Let us look at the Mulliken charges, expressed in e, one per atom: number 1, Be, carries 0.74; number 2, Cl, carries -0.10; number 3, O, carries -0.46; number 4, H, carries 0.67; number 5, C, carries -0.81; number 6, O, carries 0.15; number 7, O, carries -0.57; number 8, O, carries -0.51; number 9, H, carries 0.32; number 10, C, carries -0.53; number 11, H, carries 0.19; number 12, H, carries -0.62; number 13, C, carries 0.48; number 14, C, carries 0.19; number 15, O, carries -0.45; number 16, C, carries -0.62; number 17, Al, carries 0.77; number 18, H, carries 0.50; number 19, O, carries -0.57; number 20, C, carries -0.41; number 21, H, carries 0.37; number 22, C, carries 0.66; number 23, H, carries 0.44; number 24, H, carries 0.29; number 25, C, carries 0.18; number 26, C, carries -0.44; number 27, H, carries -0.04; number 28, H, carries 0.39; number 29, Cl, carries -0.15; number 30, H, carries 0.44; number 31, H, carries 0.63; number 32, H, carries -0.34; number 33, H, carries 0.71; number 34, C, carries 0.10; number 35, H, carries 0.07; number 36, H, carries 0.28; number 37, O, carries -0.49; number 38, H, carries 0.53; number 39, H, carries 0.44; number 40, Cl, carries -0.21; number 41, C, carries 0.47; number 42, C, carries 0.87; number 43, O, carries -0.67; number 44, O, carries -0.60; number 45, C, carries 0.18; number 46, C, carries 0.78; number 47, C, carries -0.54; number 48, O, carries -0.40; number 49, C, carries -0.52; number 50, P, carries 0.18; number 51, C, carries 0.61; number 52, C, carries 0.28; number 53, Cl, carries -0.13; number 54, C, carries 0.37; number 55, H, carries 0.10; number 56, C, carries 0.29; number 57, H, carries 0.21; number 58, C, carries -0.23; number 59, C, carries -0.83; number 60, H, carries 0.57; number 61, C, carries -0.29; number 62, C, carries -0.49; number 63, Br, carries 0.27; number 64, H, carries 0.36; number 65, H, carries 0.27; number 66, H, carries 0.41; number 67, O, carries -0.45; number 68, Br, carries -0.34; number 69, C, carries -1.26; number 70, H, carries 0.48; number 71, O, carries -0.48; number 72, H, carries 0.28



Entry from the OMol25 dataset: a molecular structure, C3H11BCuO3PS at a distorted geometry (ωB97M-V/def2-TZVPD).

```
21
Properties=species:S:1:pos:R:3
H 1.322 -2.265 1.176
S 3.129 -1.494 -0.306
O -0.869 -1.109 -1.082
O 0.994 -0.131 0.390
H -0.731 0.819 -2.163
H 0.724 -2.649 -1.677
P 0.064 0.360 -1.041
H -1.671 -0.252 1.823
B -0.998 1.298 0.281
C 0.182 -2.134 -0.769
H 1.054 1.433 -1.194
Cu -0.026 3.876 1.910
H -0.468 -2.887 -0.108
H -3.076 0.162 0.533
C 1.339 -1.561 0.241
H 3.821 -0.974 0.835
H -0.206 3.067 -0.386
H -2.651 1.453 1.882
C -2.196 0.597 1.190
H 0.907 -0.348 -2.012
O -0.645 2.739 0.475
```

HOMO level   -6.84 eV

Let us look at the Mulliken charges, expressed in e, one per atom: number 1, H, carries 0.24; number 2, S, carries -0.26; number 3, O, carries -0.46; number 4, O, carries -0.51; number 5, H, carries 0.01; number 6, H, carries 0.25; number 7, P, carries -0.30; number 8, H, carries 0.24; number 9, B, carries 0.74; number 10, C, carries -0.48; number 11, H, carries -0.01; number 12, Cu, carries 0.68; number 13, H, carries 0.29; number 14, H, carries 0.26; number 15, C, carries -0.06; number 16, H, carries 0.11; number 17, H, carries 0.29; number 18, H, carries 0.18; number 19, C, carries -0.82; number 20, H, carries 0.04; number 21, O, carries -0.42



Entry from the OMol25 dataset: HN3O4 in the gas phase at a distorted geometry (ωB97M-V/def2-TZVPD).

```
8
Properties=species:S:1:pos:R:3
N 0.691 0.862 -0.135
O 2.799 -1.063 -0.666
N 3.148 -0.098 -0.004
H -0.818 -0.454 -0.238
O 0.534 1.969 -0.561
O 2.115 0.708 0.574
O 4.181 0.323 0.271
N 0.056 -0.134 -0.034
```

SMILES string   [H]/N=[N+](\[O-])O[N+](=O)[O-]
HOMO level   -11.53 eV

Let us look at the Mulliken charges, expressed in e, one per atom: number 1, N, carries 0.98; number 2, O, carries -0.51; number 3, N, carries 1.12; number 4, H, carries 0.26; number 5, O, carries -0.53; number 6, O, carries -0.35; number 7, O, carries -0.49; number 8, N, carries -0.47



Entry from the OMol25 dataset: C2H4BrOP in the gas phase at a distorted geometry (ωB97M-V/def2-TZVPD).

```
9
Properties=species:S:1:pos:R:3
H -2.249 -0.226 0.465
P 2.399 0.107 -0.976
Br 0.889 -1.708 0.125
O 3.716 0.189 -0.392
H 0.191 0.254 1.515
C -1.458 0.193 -0.030
H -1.627 -0.066 -1.101
H -1.824 1.224 -0.129
C -0.036 0.033 0.524
```

HOMO level (spin up / spin down)   -6.27 / -10.31 eV
2S+1   3

Let us look at the Mulliken charges, expressed in e, one per atom: number 1, H, carries 0.38; number 2, P, carries 0.24; number 3, Br, carries -0.07; number 4, O, carries -0.39; number 5, H, carries 0.46; number 6, C, carries -1.04; number 7, H, carries 0.31; number 8, H, carries 0.35; number 9, C, carries -0.23



Entry from the OMol25 dataset: 4 unconnected molecules or ions with the total composition C2H11O4 at a distorted geometry (ωB97M-V/def2-TZVPD).

```
17
Properties=species:S:1:pos:R:3
H -0.760 -0.785 -1.877
C -0.236 0.939 0.223
H -0.091 1.923 -0.177
H 0.671 -0.167 1.914
H 1.769 0.067 -1.015
O 2.732 -0.290 -1.113
C 0.458 0.907 1.630
O -1.309 -1.918 0.861
H 1.488 1.408 1.658
H -1.381 0.893 0.222
H -0.785 -1.356 0.149
H -2.234 -1.783 1.003
H -2.007 -0.259 -2.428
O 0.083 -0.284 -0.442
H 2.996 -0.031 -0.247
O -1.307 -0.819 -2.727
H -0.087 1.553 2.367
```

Charge   -1
HOMO level   -4.53 eV

Let us look at the Mulliken charges, expressed in e, one per atom: number 1, H, carries 0.45; number 2, C, carries -0.39; number 3, H, carries 0.35; number 4, H, carries 0.24; number 5, H, carries 0.35; number 6, O, carries -0.69; number 7, C, carries -0.93; number 8, O, carries -0.72; number 9, H, carries 0.23; number 10, H, carries 0.26; number 11, H, carries 0.48; number 12, H, carries 0.23; number 13, H, carries 0.26; number 14, O, carries -1.04; number 15, H, carries 0.28; number 16, O, carries -0.70; number 17, H, carries 0.34



Entry from the OMol25 dataset: a molecular structure, C29H20BrNO3PPbS5 (ωB97M-V/def2-TZVPD).

```
61
Properties=species:S:1:pos:R:3
H 2.988 -2.387 3.213
C -0.705 -3.307 -1.126
C -3.293 -0.539 1.372
H -2.498 -2.423 -4.400
H -0.231 -3.544 -0.181
C 3.711 -3.120 1.334
C -2.116 2.398 -1.204
H -3.744 0.499 3.193
C -1.182 -1.726 -2.862
C -2.116 -3.954 -2.953
C -1.984 -2.685 -3.483
S 5.797 -0.413 0.409
C 3.712 1.103 0.887
C -1.014 -0.390 0.585
S 6.733 -0.789 3.211
H 4.209 -3.655 -0.687
H -1.101 1.763 -4.182
C -1.695 0.750 2.606
C -2.982 0.248 2.468
Br -4.751 2.844 0.764
P 0.289 -0.733 -0.651
C -1.465 -4.269 -1.767
H -1.449 1.404 3.433
H 2.346 -2.416 -1.677
C 2.464 -2.427 -0.600
C 1.570 -1.720 0.209
C 1.767 -1.722 1.583
H 1.096 -1.180 2.235
C -3.008 3.588 0.907
C 2.835 -2.416 2.143
O -1.017 1.905 -1.581
H 4.556 -3.638 1.769
C -1.137 -0.400 -3.518
C -0.776 3.972 0.208
H -1.428 5.682 3.050
C -1.578 5.039 2.193
N -0.053 0.220 -3.722
S 2.263 2.083 0.770
H -2.084 0.011 -3.877
C -0.545 -2.028 -1.661
H -1.569 -5.253 -1.330
S 4.003 0.457 -1.808
Pb 1.583 1.700 -1.765
H 0.262 0.879 1.763
O -0.184 1.466 -4.318
C -0.557 4.822 1.279
C 3.518 -3.128 -0.043
C -2.804 4.421 2.001
H -3.615 4.581 2.698
H -2.596 -1.445 -0.428
H -4.304 -0.896 1.226
C -0.722 0.443 1.669
C 4.382 0.479 -0.105
C -1.996 3.329 -0.004
H 0.017 3.789 -0.507
O -3.224 2.238 -1.714
H 0.411 5.288 1.409
H -2.730 -4.690 -3.456
S 4.369 0.878 2.492
C -2.319 -0.851 0.434
C 5.694 -0.136 2.095
```

Charge   -1
HOMO level   -4.47 eV

Let us look at the Mulliken charges, expressed in e, one per atom: number 1, H, carries 0.42; number 2, C, carries -0.04; number 3, C, carries -0.79; number 4, H, carries 0.46; number 5, H, carries 0.48; number 6, C, carries -0.48; number 7, C, carries 0.11; number 8, H, carries 0.38; number 9, C, carries 0.30; number 10, C, carries -0.61; number 11, C, carries -0.73; number 12, S, carries -0.10; number 13, C, carries 0.04; number 14, C, carries 0.86; number 15, S, carries -0.28; number 16, H, carries 0.37; number 17, H, carries 0.35; number 18, C, carries -0.86; number 19, C, carries -0.83; number 20, Br, carries -0.14; number 21, P, carries 1.66; number 22, C, carries -0.85; number 23, H, carries 0.42; number 24, H, carries 0.36; number 25, C, carries -0.36; number 26, C, carries 0.19; number 27, C, carries -0.24; number 28, H, carries 0.37; number 29, C, carries 0.01; number 30, C, carries -0.68; number 31, O, carries -0.29; number 32, H, carries 0.39; number 33, C, carries -0.17; number 34, C, carries -0.11; number 35, H, carries 0.37; number 36, C, carries -0.51; number 37, N, carries -0.06; number 38, S, carries -0.36; number 39, H, carries 0.32; number 40, C, carries -0.68; number 41, H, carries 0.42; number 42, S, carries -0.45; number 43, Pb, carries 0.71; number 44, H, carries 0.24; number 45, O, carries -0.38; number 46, C, carries -0.78; number 47, C, carries -0.73; number 48, C, carries -0.60; number 49, H, carries 0.42; number 50, H, carries 0.25; number 51, H, carries 0.40; number 52, C, carries -0.13; number 53, C, carries 0.19; number 54, C, carries 0.49; number 55, H, carries 0.45; number 56, O, carries -0.73; number 57, H, carries 0.41; number 58, H, carries 0.39; number 59, S, carries -0.09; number 60, C, carries -0.21; number 61, C, carries 0.04



Entry from the OMol25 dataset: C2H5NP2 in the gas phase at a distorted geometry (ωB97M-V/def2-TZVPD).

```
10
Properties=species:S:1:pos:R:3
P 0.492 0.289 0.975
H -2.713 0.209 1.208
C 1.740 -0.274 -0.221
N -0.777 -0.021 -0.057
P 3.310 -0.454 0.446
H -2.724 -0.300 -0.463
H -2.447 1.371 0.005
H 1.260 -0.285 -1.275
C -2.200 0.322 0.161
H 4.058 -0.858 -0.778
```

HOMO level (spin up / spin down)   -6.80 / -9.11 eV
2S+1   3

Let us look at the Mulliken charges, expressed in e, one per atom: number 1, P, carries -0.01; number 2, H, carries 0.26; number 3, C, carries -0.20; number 4, N, carries -0.12; number 5, P, carries -0.13; number 6, H, carries 0.30; number 7, H, carries 0.27; number 8, H, carries 0.30; number 9, C, carries -0.69; number 10, H, carries 0.02



Entry from the OMol25 dataset: a gas-phase ion, C2H9N4 (charge +1) at a distorted geometry (ωB97M-V/def2-TZVPD).

```
15
Properties=species:S:1:pos:R:3
H -2.792 1.134 0.133
C 1.741 -0.286 -0.476
H 0.585 -1.830 -0.558
H -1.924 -1.360 0.538
H 1.606 1.531 0.501
H -2.309 0.086 -1.271
C -2.001 0.581 -0.440
N 0.697 -0.928 -0.093
N -0.292 -0.265 1.003
N -1.529 -0.389 0.657
H 3.066 1.254 -0.145
H -0.140 -0.746 1.832
N 2.180 0.815 0.083
H -1.209 1.168 -0.636
H 2.319 -0.766 -1.126
```

Charge   +1
HOMO level (spin up / spin down)   -9.49 / -14.20 eV
2S+1   3

Let us look at the Mulliken charges, expressed in e, one per atom: number 1, H, carries 0.29; number 2, C, carries -0.33; number 3, H, carries 0.27; number 4, H, carries 0.32; number 5, H, carries 0.24; number 6, H, carries 0.35; number 7, C, carries -0.70; number 8, N, carries -0.06; number 9, N, carries -0.25; number 10, N, carries -0.15; number 11, H, carries 0.25; number 12, H, carries 0.26; number 13, N, carries -0.30; number 14, H, carries 0.31; number 15, H, carries 0.50